1.
Density functional theory data (ωB97M-V/def2-TZVPD) for C7H9NSi in the gas phase.

```
18
Properties=species:S:1:pos:R:3:nbo_charge:R:1
C 3.26 0.30 -0.30 -0.359
C 2.34 -0.03 0.61 -0.596
Si 1.08 -1.36 0.00 1.016
C -0.97 -0.46 -0.03 -0.015
C -1.22 0.88 -0.06 -0.312
C -2.57 1.26 -0.17 -0.161
C -3.61 0.29 -0.11 -0.265
C -3.18 -1.03 0.14 0.039
N -1.93 -1.38 0.15 -0.482
H 4.02 0.91 0.01 0.183
H 3.26 0.01 -1.29 0.188
H 2.34 0.40 1.61 0.225
H 1.00 -1.72 -1.37 -0.167
H 1.47 -2.47 0.92 -0.156
H -0.34 1.51 -0.18 0.227
H -2.72 2.36 -0.27 0.219
H -4.60 0.41 -0.26 0.213
H -3.73 -1.96 0.33 0.204
```

Energy relative to the best compared isomer or geometry (same formula, charge and spin)   0.0 kJ/mol
Charge   0
HOMO energy   -8.75 eV
Kohn-Sham gap   9.7 eV
F_max   0.095 Eh/bohr
LUMO energy   0.036 hartree

2.
Density functional theory data (ωB97M-V/def2-TZVPD) for 2 unconnected molecules or ions with the total composition C4H11NO2S.

```
19
Properties=species:S:1:pos:R:3:nbo_charge:R:1
C -0.98 -1.27 -0.91 -0.639
C 0.06 -0.49 -0.11 -0.055
C 1.55 -0.51 -0.40 -0.503
S 2.03 0.58 -1.84 -0.809
N -0.14 -0.87 1.36 -0.706
C -1.37 -0.19 2.08 0.136
O -2.25 -1.09 2.53 -0.970
H -1.97 -0.93 -0.52 0.215
H -1.05 -2.33 -0.69 0.186
H -0.95 -0.94 -1.94 0.208
H -0.33 0.53 -0.12 0.132
H 2.15 -0.37 0.49 0.197
H 1.88 -1.51 -0.76 0.170
H -0.45 -1.84 1.26 0.329
H -0.80 0.39 2.79 0.078
H -1.89 0.41 1.26 0.053
H -0.36 1.91 -0.17 0.475
H 0.05 3.04 -0.96 0.469
O -0.75 2.73 -0.53 -0.966
```

Energy relative to the best compared isomer or geometry (same formula, charge and spin)   148.9 kJ/mol
Charge   -2
HOMO energy   0.21 eV
Kohn-Sham gap   5.8 eV
F_max   0.057 Eh/bohr
LUMO energy   0.220 hartree

3.
Density functional theory data (ωB97M-V/def2-TZVPD) for C12H12O3 in the gas phase.

```
27
Properties=species:S:1:pos:R:3:nbo_charge:R:1
C -3.36 0.60 -0.23 -0.179
C -2.67 1.88 -0.36 -0.207
C -2.60 -0.53 -0.14 -0.232
C -1.36 2.02 -0.09 -0.172
C -1.25 -0.41 0.06 0.049
C -0.64 0.84 0.21 -0.123
C 1.85 1.37 -0.32 0.719
C -0.36 -1.66 0.20 -0.466
C 1.47 -0.76 -1.37 -0.144
C 0.74 1.02 0.60 0.234
C 1.16 -1.28 0.01 0.059
C 2.23 -1.86 0.86 -0.670
O 2.46 2.42 -0.33 -0.587
O 2.18 0.48 -1.27 -0.494
O 0.99 1.51 1.91 -0.700
H -4.39 0.43 -0.47 0.217
H -3.26 2.77 -0.51 0.212
H -2.95 -1.50 0.05 0.211
H -0.99 2.99 -0.09 0.222
H -0.62 -2.16 1.09 0.228
H -0.84 -2.28 -0.70 0.219
H 2.21 -1.45 -1.88 0.199
H 0.60 -0.62 -2.12 0.207
H 2.57 -2.73 0.19 0.216
H 1.96 -2.12 1.89 0.240
H 3.16 -1.20 0.87 0.233
H 1.70 2.23 1.94 0.506
```

Energy relative to the best compared isomer or geometry (same formula, charge and spin)   407.0 kJ/mol
Charge   0
HOMO energy (alpha / beta)   -7.81 / -7.79 eV
Kohn-Sham gap (alpha / beta)   7.9 / 7.9 eV
F_max   0.087 Eh/bohr
LUMO energy (alpha / beta)   0.005 / 0.003 hartree

4.
Density functional theory data (ωB97M-V/def2-TZVPD) for C7H7N5 in the gas phase.

```
19
Properties=species:S:1:pos:R:3:nbo_charge:R:1
C -1.13 1.97 -1.40 -0.065
C -0.66 -2.13 0.10 0.119
C -1.29 1.09 -0.39 -0.144
C 0.39 -1.97 -0.81 -0.330
C 0.68 2.01 -0.31 0.176
C 0.07 -0.77 1.84 -0.046
C 0.32 0.51 1.50 -0.098
N 0.05 2.52 -1.34 -0.467
N -0.81 -1.65 1.28 -0.454
N 2.64 -1.12 -0.63 0.049
N -0.02 1.11 0.27 -0.360
N 1.55 -1.43 -0.63 0.103
H -1.82 2.09 -2.24 0.206
H -1.55 -2.63 -0.33 0.205
H -2.15 0.68 0.17 0.229
H 0.56 -2.31 -1.86 0.259
H 1.67 1.93 -0.14 0.185
H 0.50 -1.09 2.81 0.213
H 0.99 1.18 2.12 0.222
```

Energy relative to the best compared isomer or geometry (same formula, charge and spin)   316.9 kJ/mol
Charge   0
HOMO energy   -8.61 eV
Kohn-Sham gap   8.6 eV
F_max   0.111 Eh/bohr
LUMO energy   0.000 hartree

no.,calculated total energy (a.u.)
1,-616.27105
2,-762.32728
3,-690.06711
4,-544.57885